Below is 5 unconnected molecules or ions with the total composition C2H15N3O4 at a distorted geometry, with properties calculated with wB97M-V/def2-TZVPD.

Structure (XYZ):
```
24
Properties=species:S:1:pos:R:3:forces:R:3:mulliken_charge:R:1
C -2.03643 -1.33529 -0.94169 -0.9 2.8 -1.4 -0.91
N -1.27146 -0.24508 -0.33484 1.7 0.1 0.0 -0.09
C -0.78622 0.83473 -1.15407 1.3 1.3 2.5 0.48
N -0.00972 1.72827 -0.14742 -2.1 2.4 -0.6 -0.62
N -0.92777 1.03478 -2.39304 -0.8 -2.0 1.1 -0.70
H -2.74841 -0.67307 -1.60544 0.6 -2.2 1.2 0.27
H -1.48544 -1.98367 -1.59730 0.5 -0.2 -0.4 0.29
H -2.45060 -1.93012 -0.14133 -0.7 0.1 0.0 0.36
H -0.64406 -0.53560 0.48345 -0.9 0.9 -1.9 0.21
H -0.47308 1.63664 0.82666 1.1 0.3 -2.0 0.30
H -0.03160 2.85085 -0.43198 0.0 -4.1 0.8 0.26
H -0.62607 1.82735 -2.92637 0.3 0.5 0.7 0.22
H 2.71420 -1.76080 0.17751 0.8 0.5 -0.1 0.33
H 1.80765 -1.37796 -1.05234 0.6 -1.1 2.0 0.37
O 1.90098 -1.98589 -0.24984 -1.6 -0.6 -2.1 -0.72
H -1.74723 0.72566 1.82025 -1.2 -0.4 -0.8 0.38
H -0.80777 0.01596 2.65978 3.8 -9.3 1.9 0.24
O -1.09955 0.78255 2.49477 -3.1 9.9 -0.8 -0.63
H 2.91177 1.01367 -0.40591 5.9 6.8 -1.3 0.22
H 1.42704 0.85867 0.02567 2.4 -0.6 -1.3 0.41
O 2.34819 0.39333 -0.29274 -7.6 -4.9 2.1 -0.62
H 1.21941 -1.11324 1.12393 0.8 -0.8 -1.7 0.30
H 1.70458 -0.04693 2.09908 2.4 2.5 0.1 0.28
O 1.11160 -0.71482 1.96321 -3.3 -2.1 2.0 -0.61
```
Forces are in eV/Å.

Computed properties:
- E_HOMO: -9.55 eV
- Gap between HOMO and LUMO: 10.07 eV
- Energy relative to the best compared isomer or geometry (same formula, charge and spin): 2.077 eV
- SMILES: [H]/N=C(\N)NC.O.O.O.O
- Maximum force: 10.39 eV Å⁻¹
- LUMO energy: 0.0194 Ha